{
  "formula": "C28H60F12K2N2O20S4",
  "method": "the ωB97M-V functional and the def2-TZVPD basis",
  "multiplicity": 1,
  "e_homo_ev": -7.921,
  "charge": 0,
  "gap_ha": 0.203,
  "energy_ha": -6707.57375,
  "lumo_ev": -2.3851,
  "species": ["C", "O", "C", "F", "H", "C", "O", "H", "H", "C", "C", "F", "H", "O", "S", "O", "H", "H", "C", "C", "H", "K", "C", "O", "O", "H", "H", "H", "H", "H", "O", "N", "H", "H", "H", "F", "O", "H", "O", "C", "H", "H", "C", "F", "H", "C", "H", "S", "H", "F", "C", "C", "O", "H", "F", "H", "H", "H", "O", "H", "H", "O", "F", "H", "N", "H", "K", "H", "F", "H", "C", "H", "O", "C", "H", "O", "H", "C", "H", "O", "C", "H", "C", "H", "F", "F", "H", "H", "H", "H", "H", "H", "F", "H", "H", "C", "S", "H", "C", "O", "S", "O", "H", "H", "H", "H", "H", "C", "H", "F", "C", "C", "C", "H", "C", "O", "H", "H", "O", "H", "H", "H", "C", "O", "H", "C", "C", "H"],
  "coordinates": [[24.510, 23.904, 2.691], [15.582, 13.380, 6.483], [16.699, 13.857, 5.766], [14.197, 20.611, 8.990], [16.437, 13.416, 8.197], [24.284, 22.163, -0.645], [21.512, 12.907, 1.966], [14.316, 13.303, 9.673], [23.464, 23.792, 2.974], [15.459, 13.714, 7.819], [9.948, 17.923, 1.466], [11.794, 12.123, 1.497], [7.647, 22.169, 5.904], [9.969, 13.192, -0.143], [11.101, 14.134, -0.089], [13.147, 12.949, 8.017], [11.780, 13.738, 20.562], [19.316, 12.564, 0.843], [23.541, 17.973, 6.698], [22.090, 13.544, 3.038], [14.819, 11.889, 8.650], [11.648, 15.405, 5.148], [8.791, 26.947, 9.550], [8.207, 25.600, 9.432], [13.878, 20.879, 5.915], [15.344, 14.775, 8.039], [8.696, 27.276, 8.516], [12.129, 12.197, 9.587], [24.682, 22.291, -3.240], [23.508, 21.811, 1.435], [19.486, 13.628, -0.967], [16.465, 20.066, 5.623], [24.060, 17.016, 6.667], [23.499, 21.747, -1.277], [20.845, 14.556, 0.998], [9.226, 18.817, 0.693], [24.689, 23.296, -1.379], [22.604, 14.478, 2.809], [13.553, 16.493, 16.099], [25.200, 23.052, -2.656], [17.550, 14.090, -0.414], [20.543, 17.351, 8.043], [12.415, 14.462, 20.052], [17.840, 19.461, 2.137], [10.039, 24.729, 8.808], [13.094, 17.055, 14.882], [11.357, 11.739, 7.941], [16.138, 19.761, 4.120], [8.141, 27.528, 10.205], [16.138, 19.741, 8.778], [12.376, 13.001, 0.738], [17.931, 19.430, 3.376], [12.980, 13.877, 18.925], [18.693, 15.216, 0.183], [9.204, 17.315, 2.351], [16.497, 13.810, 4.696], [23.438, 18.227, 4.631], [8.964, 25.214, 6.577], [15.518, 20.819, 3.329], [21.305, 13.892, 3.708], [27.365, 18.674, 5.744], [9.699, 16.441, -0.856], [15.767, 21.763, 8.256], [13.911, 16.973, 14.166], [10.895, 15.401, 1.112], [23.947, 18.451, 7.590], [19.626, 21.270, 7.295], [14.285, 14.459, 17.299], [13.036, 12.384, -0.245], [13.011, 14.905, 20.849], [12.791, 15.838, 17.193], [12.301, 16.445, 14.449], [11.977, 17.138, -0.276], [23.993, 18.711, 5.434], [17.031, 14.796, 6.210], [24.840, 23.356, 1.395], [25.203, 23.595, 3.474], [12.246, 11.977, 8.526], [12.634, 10.960, 8.582], [14.416, 18.567, 6.494], [21.630, 17.339, 7.968], [26.303, 19.353, 7.003], [8.747, 24.337, 7.186], [26.261, 22.813, -2.598], [13.164, 13.710, 1.471], [18.453, 18.312, 3.760], [20.268, 11.779, -0.294], [22.744, 12.853, 3.570], [12.280, 16.551, 17.840], [24.667, 24.979, 2.603], [17.504, 13.151, 5.969], [26.447, 20.190, 5.476], [11.002, 18.397, 2.127], [22.151, 13.662, 0.165], [25.121, 21.480, -0.504], [21.243, 13.569, 0.761], [14.891, 19.975, 6.379], [13.061, 18.130, 15.058], [13.705, 14.916, 18.101], [25.402, 18.479, 5.228], [10.694, 16.618, 0.202], [22.163, 17.972, 6.799], [25.260, 23.939, -3.287], [9.400, 23.560, 6.790], [11.651, 15.086, 19.587], [7.499, 23.521, 4.779], [14.432, 15.477, 18.689], [15.253, 20.555, 8.243], [12.041, 15.114, 16.877], [18.648, 20.493, 3.698], [7.246, 23.175, 5.782], [26.429, 19.200, 5.931], [8.959, 24.637, 8.692], [22.035, 17.797, 8.870], [14.452, 12.915, 8.664], [7.407, 24.128, 6.789], [18.317, 15.193, -1.550], [21.923, 16.293, 7.876], [15.541, 18.441, 3.897], [8.650, 23.716, 9.186], [9.831, 27.033, 9.867], [6.162, 23.069, 5.738], [23.860, 22.582, 0.750], [11.652, 14.475, -1.359], [23.832, 19.781, 5.565], [20.095, 12.776, 0.110], [18.494, 14.571, -0.672], [23.090, 23.339, 0.602]],
  "forces_ev_per_angstrom": [[0.253, 0.580, -1.327], [-2.522, -0.438, -1.280], [0.518, -0.744, 1.331], [-1.403, -0.631, 0.280], [0.279, 0.265, 1.070], [0.926, 0.031, -0.112], [0.062, -1.643, -0.426], [0.508, 0.075, 0.086], [-0.050, -0.468, -0.018], [1.289, 0.009, 1.365], [1.287, -1.609, -3.214], [-0.643, -1.298, 0.862], [0.492, 0.101, 0.601], [1.168, 1.800, 0.633], [-2.266, -2.602, 1.106], [0.153, -0.292, -0.530], [0.314, -0.566, -0.053], [0.024, 0.397, 0.440], [1.443, 0.527, 0.516], [-0.216, 1.044, 0.699], [-0.232, -0.241, 0.356], [0.246, 0.088, -0.368], [-1.188, -1.233, -1.650], [1.116, 0.798, 0.107], [0.866, 0.460, 0.113], [-0.140, 0.404, -0.499], [0.308, 0.955, 0.150], [-1.059, 0.195, 0.069], [-0.243, -0.237, 0.210], [-0.076, -0.537, -0.479], [1.645, -1.455, 0.311], [-2.379, 0.694, 2.751], [-0.567, -0.660, -0.086], [-0.377, -0.786, 0.743], [-0.002, 0.327, -0.278], [1.292, -0.789, 2.134], [-0.166, 1.144, 0.237], [0.538, -0.095, -0.464], [0.662, -1.764, 2.373], [1.056, -0.046, -0.366], [-0.249, -0.240, -0.123], [0.010, 0.408, -0.612], [-2.434, -0.056, -0.189], [-0.668, -0.517, -4.727], [0.151, 0.318, 0.250], [0.704, -0.569, 0.719], [-0.217, 1.333, -0.046], [-0.498, -2.173, -4.308], [0.053, -0.197, -0.081], [0.737, -0.907, 0.500], [-1.385, 1.241, -2.053], [-3.297, 1.812, 3.134], [2.732, 1.309, -1.990], [0.505, 0.217, 0.093], [-1.393, 0.078, 0.664], [-0.154, 0.550, 0.232], [0.263, 0.550, -0.401], [0.948, 0.454, 0.151], [1.362, -0.574, 1.221], [-0.223, -0.165, 0.467], [-0.181, 0.055, -0.015], [0.277, 0.390, 1.503], [0.895, 1.389, -0.432], [0.300, -0.340, 0.075], [0.356, -4.031, -0.670], [0.278, 0.333, 0.245], [-0.405, -0.246, -0.361], [0.119, -0.926, 0.499], [0.194, -0.059, 0.350], [0.601, 0.345, -0.571], [-0.187, 0.052, 0.129], [-0.683, 0.801, 0.106], [-1.398, 0.370, 0.997], [1.273, -0.270, 1.301], [-0.131, 0.496, -0.714], [1.480, -0.169, 1.147], [-0.126, -0.603, -0.088], [1.074, -0.763, 1.045], [1.014, -0.165, -0.297], [1.444, 2.562, 0.479], [0.945, -0.481, -0.589], [-0.333, -0.422, 0.156], [-0.573, 2.396, -0.800], [0.191, -0.697, 0.172], [2.058, 0.971, 1.210], [0.989, -1.183, 1.023], [0.737, 0.402, -0.452], [0.059, 0.091, -0.071], [0.031, 0.512, -0.359], [-0.036, 0.167, -0.042], [0.435, -0.125, -0.154], [0.436, 0.237, 0.055], [-0.414, 1.341, -0.095], [-0.082, -0.023, -0.297], [0.183, -0.389, -0.414], [-0.763, -0.357, 0.396], [-0.578, -2.771, 0.705], [-1.331, 0.073, -0.372], [-0.254, -0.279, -1.003], [-0.434, -0.797, 0.095], [0.311, 3.521, -3.238], [-1.982, 0.256, -0.115], [-0.758, 0.434, 0.424], [0.156, -0.339, 0.656], [-0.049, 1.171, 0.978], [0.570, 0.298, -0.062], [-0.336, 0.042, 0.409], [0.383, -0.361, -2.234], [-0.192, 0.197, -0.753], [1.980, 1.071, 1.395], [-1.783, 0.078, -0.708], [-1.052, 0.475, -0.799], [-0.557, -1.412, 0.083], [0.204, -0.079, 0.156], [-0.973, -0.398, -2.181], [0.132, -1.069, 1.096], [0.237, -0.122, -0.008], [0.009, -0.187, 0.592], [0.523, 1.073, 0.503], [0.242, -0.245, 0.129], [0.047, -0.588, 0.189], [-0.106, -0.320, -0.121], [-1.241, 1.989, 0.046], [0.610, 0.622, 0.246], [-0.399, 0.159, -0.461], [-1.703, 1.915, -1.020], [-0.584, -0.280, 0.743], [-1.015, -0.421, -0.127]],
  "mulliken_charge": [-0.74, -0.33, -0.75, -0.19, 0.39, -0.49, -0.35, 0.38, 0.33, -0.48, 0.58, -0.22, 0.33, -0.66, 0.97, -0.23, 0.28, 0.27, -0.58, -0.68, 0.33, 0.95, -0.68, -0.35, -0.58, 0.31, 0.30, 0.33, 0.29, 0.36, -0.37, -0.31, 0.35, 0.40, 0.25, -0.21, -0.31, 0.32, -0.32, -0.76, 0.25, 0.25, -0.73, -0.20, 0.38, -0.65, 0.29, 0.91, 0.23, -0.21, 0.63, 0.62, -0.35, 0.22, -0.21, 0.25, 0.29, 0.26, -0.61, 0.22, 0.23, -0.64, -0.23, 0.23, -0.38, 0.33, 0.94, 0.31, -0.23, 0.28, -0.43, 0.29, -0.64, -0.30, 0.34, -0.35, 0.24, -0.84, 0.31, -0.56, -0.79, 0.29, -0.46, 0.30, -0.22, -0.19, 0.32, 0.27, 0.29, 0.28, 0.31, 0.24, -0.19, 0.26, 0.29, -0.18, 0.89, 0.26, -0.41, -0.38, 1.00, -0.21, 0.26, 0.42, 0.31, 0.32, 0.33, 0.56, 0.32, -0.27, -0.79, -0.62, -0.45, 0.33, -0.59, -0.30, 0.25, 0.32, -0.58, 0.25, 0.28, 0.26, -0.44, -0.55, 0.26, -0.47, -0.57, 0.33]
}

{
  "formula": "C14H20O7S",
  "method": "the ωB97M-V functional and the def2-TZVPD basis",
  "multiplicity": 1,
  "e_homo_ev": -9.134,
  "charge": 0,
  "gap_ha": 0.260,
  "e_above_lowest_kj_mol": 1192.3,
  "energy_ha": -1469.71030,
  "smiles": "O=C1C=C(S)C(=O)c2cc(COO)ccc21.CO.CO.CO",
  "lumo_ev": -2.0720,
  "species": ["C", "H", "C", "H", "H", "C", "O", "C", "H", "C", "H", "C", "O", "H", "H", "S", "O", "C", "C", "C", "C", "O", "H", "O", "H", "C", "H", "H", "H", "O", "C", "H", "H", "H", "H", "H", "C", "H", "H", "C", "H", "O"],
  "coordinates": [[-2.027, 0.431, 0.808], [-0.491, -0.606, 2.402], [-0.914, 0.915, -1.857], [5.103, -4.146, 2.864], [3.997, -2.663, 1.512], [3.417, -0.413, -0.159], [0.645, 2.952, 2.731], [-2.118, 0.966, -0.740], [0.905, 3.813, 3.100], [4.772, -4.407, 1.856], [-3.663, 1.723, -2.391], [-0.603, -0.218, 1.303], [-5.260, -0.581, -1.696], [-6.548, -1.905, -2.603], [-6.061, -0.496, -3.581], [4.922, 0.647, -2.448], [4.656, -3.231, 1.077], [3.357, 0.091, -1.579], [0.641, -0.279, 0.235], [2.101, -0.882, 0.711], [1.855, 0.166, -2.311], [-2.488, 3.701, -1.122], [-2.954, 0.529, 1.518], [-3.510, 3.048, -0.640], [4.495, -0.442, 0.337], [-6.337, -0.833, -2.579], [5.832, -0.406, -2.639], [-7.221, -0.285, -2.244], [2.457, 2.135, 3.259], [2.142, -1.683, 1.793], [0.530, 0.259, -1.337], [1.119, 0.979, 3.026], [-1.723, 3.732, -0.446], [3.804, -4.914, 1.899], [5.507, -5.069, 1.393], [-4.460, 1.112, -0.716], [1.390, 1.963, 3.417], [1.157, 2.004, 4.484], [-1.092, 1.336, -2.940], [-3.554, 1.664, -1.218], [-5.534, -0.890, -0.816], [1.754, 0.183, -3.663]],
  "forces_ev_per_angstrom": [[4.069, -0.375, -3.066], [-0.068, 0.765, -2.511], [0.806, -1.818, 4.658], [0.019, -0.263, 0.096], [0.055, -0.223, -0.194], [-0.199, 1.186, -3.078], [-0.099, 0.558, -0.037], [1.660, -1.114, 0.189], [-0.215, -0.472, -0.279], [-0.137, 0.194, 0.013], [0.316, -0.210, 2.439], [-0.836, 1.593, -3.965], [0.000, -0.275, 0.526], [-0.170, 0.045, -0.198], [0.049, -0.033, 0.216], [-0.975, -0.388, 0.284], [-0.029, 0.384, -0.049], [-1.243, -2.251, 4.166], [-1.671, 0.976, -0.929], [-1.038, -2.008, 2.989], [-0.317, 0.289, -5.116], [5.020, 2.794, -1.191], [2.094, -0.204, -1.565], [-3.798, -3.947, 1.360], [-2.651, -0.198, -0.981], [-0.204, -0.122, 0.075], [-1.534, 0.363, 0.628], [-0.135, -0.073, -0.219], [0.086, -0.239, 0.128], [0.356, 4.745, -6.275], [-2.451, 0.412, 2.024], [0.038, 0.240, 0.019], [-1.805, -0.536, -0.988], [0.083, -0.199, 0.143], [-0.100, 0.153, 0.017], [1.986, 1.469, -1.158], [0.079, 0.161, 0.101], [0.155, -0.219, 0.071], [0.547, -1.021, 2.498], [1.481, -0.196, 0.899], [0.225, 0.072, -0.483], [0.550, -0.014, 8.744]],
  "nbo_charge": [-0.21, 0.26, -0.17, 0.16, 0.48, -0.25, -0.72, -0.02, 0.46, -0.24, 0.21, -0.17, -0.73, 0.17, 0.19, 0.00, -0.75, -0.18, -0.12, 0.52, 0.49, -0.44, 0.25, -0.28, 0.27, -0.25, 0.17, 0.16, 0.16, -0.57, -0.09, 0.18, 0.46, 0.16, 0.18, 0.24, -0.24, 0.16, 0.27, -0.14, 0.47, -0.51]
}

{
  "formula": "C7H7CrN2O6",
  "method": "the ωB97M-V functional and the def2-TZVPD basis",
  "multiplicity": 5,
  "e_homo_ev": [-11.465, -12.538],
  "charge": 1,
  "gap_ha": [0.265, 0.231],
  "e_above_lowest_kj_mol": 168.4,
  "energy_ha": -1875.97555,
  "lumo_ev": [-4.2589, -6.2538],
  "species": ["C", "C", "H", "H", "H", "C", "C", "C", "C", "O", "O", "O", "C", "O", "H", "N", "N", "H", "H", "O", "O", "Cr", "H"],
  "coordinates": [[0.404, 1.709, -0.116], [0.659, -1.189, 1.846], [0.325, 2.366, -3.184], [1.999, 2.162, -2.656], [0.526, 3.571, -0.992], [-1.144, -0.936, -1.289], [0.968, -2.176, -0.454], [0.965, 2.005, -2.396], [-0.918, -4.206, 2.396], [-1.744, -1.051, -2.263], [-0.947, -5.086, 3.092], [1.495, -0.618, 2.403], [-1.936, -0.642, 1.284], [-2.595, 0.297, 1.492], [-1.050, -3.347, 0.974], [-0.113, 2.202, 1.055], [0.632, 2.580, -1.139], [-0.145, 1.595, 1.865], [0.008, 3.181, 1.244], [1.804, -1.973, -1.251], [0.600, 0.475, -0.247], [-0.605, -1.848, 0.603], [0.814, 0.931, -2.269]],
  "forces_ev_per_angstrom": [[0.040, -0.174, 0.226], [4.546, 3.209, 3.553], [-0.206, 0.213, -0.292], [0.394, 0.142, -0.183], [-0.039, -0.126, -0.142], [-2.712, -1.377, -2.975], [5.107, 0.068, -5.277], [0.231, -0.560, -0.689], [0.342, -0.775, 2.574], [1.878, 0.896, 2.389], [-0.140, -0.270, -0.409], [-2.594, -2.033, -1.398], [-4.440, 4.310, 1.418], [2.530, -3.572, -0.618], [-0.250, 0.855, -2.231], [0.303, 0.024, -0.283], [-0.451, -0.630, 1.766], [0.233, 0.279, -0.397], [-0.146, 0.140, 0.154], [-3.589, -1.219, 3.854], [-0.153, 1.105, 0.344], [-0.999, -0.743, -0.984], [0.114, 0.239, -0.400]],
  "nbo_charge": [0.80, 0.52, 0.21, 0.21, 0.41, 0.53, 0.55, -0.42, 0.51, -0.39, -0.41, -0.37, 0.51, -0.37, -0.09, -0.82, -0.60, 0.40, 0.40, -0.36, -0.76, 0.30, 0.23]
}

{
  "formula": "C5H8ClNO",
  "method": "the ωB97M-V functional and the def2-TZVPD basis",
  "multiplicity": 1,
  "e_homo_ev": -9.517,
  "charge": 0,
  "gap_ha": 0.382,
  "e_above_lowest_kj_mol": 237.8,
  "energy_ha": -785.43747,
  "smiles": "Cl[C@@H]1COC[C@@]12CN2",
  "lumo_ev": 0.8752,
  "species": ["O", "N", "H", "H", "H", "C", "H", "H", "H", "H", "C", "C", "C", "Cl", "H", "C"],
  "coordinates": [[-0.978, 1.546, -0.657], [0.915, -1.495, -0.717], [-1.114, -1.006, 1.546], [-0.954, 1.566, 1.389], [0.575, 0.932, -1.842], [1.642, -0.932, 0.425], [1.291, -1.245, -1.628], [1.138, 1.632, -0.446], [1.551, -1.597, 1.296], [2.581, -0.449, 0.290], [0.338, 1.047, -0.834], [-1.429, 0.979, 0.576], [0.312, -0.385, -0.113], [-2.279, -1.320, -0.483], [-2.537, 1.199, 0.670], [-1.053, -0.473, 0.529]],
  "forces_ev_per_angstrom": [[0.529, -0.109, 0.125], [0.424, -0.996, -0.899], [0.387, 0.940, -1.549], [0.080, -0.700, -0.013], [-0.103, -0.241, -1.982], [-2.251, -1.021, 0.368], [0.205, -0.167, 0.210], [0.346, 0.981, 0.938], [0.335, 0.417, -0.351], [0.337, 0.646, -0.151], [-1.069, -2.172, 1.598], [-1.590, 1.978, 0.372], [1.052, 1.874, -0.068], [0.344, -0.124, -0.137], [1.279, -0.529, -0.256], [-0.305, -0.777, 1.796]],
  "nbo_charge": [-0.51, -0.57, 0.24, 0.18, 0.18, -0.25, 0.36, 0.17, 0.20, 0.20, -0.08, -0.10, 0.04, -0.06, 0.22, -0.23]
}